Below is an isolated molecule of C29H34FN3O4, with properties calculated with the ωB97M-V functional and the def2-TZVPD basis.

Structure (XYZ):
```
71
Properties=species:S:1:pos:R:3:mulliken_charge:R:1
C -2.665 0.222 -3.208 -1.801
C -1.355 0.918 -3.002 0.622
C -0.530 0.585 -1.940 0.582
C 0.680 1.241 -1.746 -0.992
C 1.087 2.223 -2.638 -0.179
C 0.272 2.550 -3.708 -1.207
C -0.940 1.910 -3.885 -0.623
H -1.572 2.175 -4.720 0.474
H 0.585 3.315 -4.402 0.417
H 2.026 2.736 -2.491 0.514
N 1.494 0.890 -0.640 1.002
C 0.985 0.824 0.617 1.582
O 1.548 0.260 1.545 -0.800
C -0.286 1.554 0.811 -0.983
C -0.706 2.786 0.377 -0.076
C -1.979 2.985 0.948 -1.424
C -2.247 1.867 1.690 0.644
O -1.218 1.010 1.619 -0.296
C -3.458 1.464 2.460 -1.091
N -4.163 0.384 1.783 0.124
C -5.245 -0.149 2.592 -0.539
C -5.864 -1.344 1.866 -0.667
O -6.346 -0.981 0.594 -0.416
C -5.306 -0.443 -0.187 -0.766
C -4.680 0.779 0.484 -0.239
H -3.858 1.154 -0.129 0.298
H -5.443 1.572 0.579 0.181
H -5.750 -0.174 -1.147 0.342
H -4.526 -1.204 -0.343 0.373
H -6.721 -1.731 2.420 0.370
H -5.104 -2.133 1.766 0.333
H -4.844 -0.476 3.553 0.384
H -6.027 0.611 2.772 0.336
H -3.152 1.087 3.440 0.444
H -4.098 2.353 2.603 0.330
H -2.609 3.842 0.826 0.486
H -0.174 3.460 -0.263 0.647
C 2.833 0.381 -0.938 0.446
C 3.868 0.869 0.047 0.103
C 4.979 0.089 0.345 -0.324
C 5.950 0.546 1.218 -0.869
C 5.797 1.794 1.789 0.302
C 4.712 2.600 1.498 -0.807
C 3.754 2.131 0.619 -0.351
H 2.905 2.756 0.383 0.430
H 4.626 3.573 1.954 0.454
F 6.738 2.245 2.646 -0.343
H 6.814 -0.053 1.457 0.459
H 5.092 -0.880 -0.115 0.471
H 3.094 0.758 -1.935 0.926
C 2.787 -1.164 -1.090 -0.808
O 2.925 -1.674 -2.184 -0.691
N 2.575 -1.805 0.062 0.433
H 2.405 -1.233 0.887 0.369
C 2.389 -3.248 0.204 1.362
C 3.635 -3.976 -0.308 -1.704
H 3.797 -3.736 -1.355 0.380
H 4.510 -3.672 0.263 0.349
H 3.508 -5.050 -0.207 0.468
C 1.155 -3.681 -0.593 -1.657
H 0.999 -4.752 -0.497 0.460
H 1.294 -3.439 -1.644 0.400
H 0.271 -3.163 -0.226 0.319
C 2.187 -3.522 1.693 -1.818
H 2.027 -4.583 1.861 0.444
H 1.322 -2.976 2.065 0.394
H 3.062 -3.209 2.258 0.410
H -0.824 -0.193 -1.250 0.469
H -2.860 -0.489 -2.410 0.264
H -2.661 -0.313 -4.157 0.485
H -3.478 0.945 -3.237 0.389
```

Computed properties:
Total charge: 0
E_HOMO, eV: -8.56
Structure (SMILES): Cc1cccc(N(C(=O)c2ccc(CN3CCOCC3)o2)[C@H](C(=O)NC(C)(C)C)c2ccc(F)cc2)c1

Below is the ion C4H9NOS with charge -2, with properties calculated with the ωB97M-V functional and the def2-TZVPD basis.

Structure (XYZ):
```
16
Properties=species:S:1:pos:R:3:mulliken_charge:R:1
C -0.931 -0.537 1.508 -0.692
N 0.441 -0.147 1.216 -0.526
C 0.649 0.087 -0.266 0.039
C 0.059 1.435 -0.783 -0.777
S 0.580 2.922 0.241 -0.803
C 0.316 -1.118 -1.166 -0.731
O -0.926 -1.612 -1.171 -0.865
H -1.637 0.086 0.929 0.241
H -1.245 -1.557 1.192 0.207
H -1.110 -0.329 2.578 0.367
H 0.721 0.802 1.518 0.267
H 1.746 0.163 -0.284 0.201
H 0.577 1.623 -1.740 0.290
H -1.020 1.229 -0.863 0.304
H 0.765 -1.031 -2.205 0.298
H 1.015 -2.017 -0.703 0.180
```

Computed properties:
Relative energy (zero: lowest compared OMol25 entry of this formula, charge and spin), eV: 1.4119
Total charge: -2
E_HOMO, eV: 1.01
Structure (SMILES): CN[C@@H](C[O-])C[S-]

Below is a structure of composition C39H99Li2N4O13, with properties calculated with the ωB97M-V functional and the def2-TZVPD basis.

Structure (XYZ):
```
157
Properties=species:S:1:pos:R:3:mulliken_charge:R:1
Li -3.107 1.251 -1.540 0.761
Li -1.894 0.057 -3.035 0.982
C -0.827 0.611 0.424 -1.803
C -0.853 -0.053 -1.031 2.635
C -0.710 -1.574 -0.868 0.521
O -2.039 0.396 -1.676 -0.861
H -1.544 0.054 1.026 0.117
H -0.948 1.694 0.399 -0.116
H 0.097 0.357 0.943 1.614
H -0.011 0.360 -1.588 -1.611
H -1.502 -1.980 -0.240 1.106
H 0.231 -1.857 -0.395 0.600
H -0.721 -2.100 -1.822 -0.821
C -5.743 -2.894 -1.043 -0.785
O -5.507 -1.685 -0.330 -0.584
C -4.103 -1.394 -0.129 2.643
C -4.171 0.100 0.381 -1.341
N -4.547 1.002 -0.707 -0.599
C -4.621 2.340 -0.176 -1.179
C -3.205 2.924 0.103 0.522
O -2.558 3.329 -1.071 -0.483
C -1.421 4.084 -0.822 -0.590
H -5.272 -3.775 -0.607 0.160
H -5.469 -2.895 -2.097 0.458
H -6.816 -3.084 -1.001 0.463
H -3.453 -1.491 -0.999 -0.875
H -3.750 -2.051 0.665 0.007
H -3.170 0.339 0.741 -0.294
H -4.907 0.072 1.185 1.265
H -5.511 0.749 -0.874 0.344
H -5.260 2.403 0.705 0.495
H -5.124 2.957 -0.920 0.439
H -2.578 2.282 0.721 -0.600
H -3.364 3.813 0.714 0.748
H -0.727 3.500 -0.217 0.077
H -1.672 5.035 -0.353 0.454
H -0.886 4.344 -1.736 0.299
C 1.925 -0.481 -0.455 0.214
O 2.913 0.551 -0.416 -1.056
C 3.219 1.061 0.836 1.177
C 4.216 0.197 1.605 -2.046
N 5.670 0.393 1.333 -0.424
C 5.961 0.081 -0.066 -0.234
C 7.478 0.192 -0.410 -0.777
O 7.970 1.536 -0.055 -0.288
C 9.373 1.696 0.010 -0.763
H 0.908 -0.126 -0.293 1.533
H 2.089 -1.280 0.269 -0.553
H 1.903 -0.924 -1.451 0.037
H 2.318 1.261 1.417 -1.721
H 3.543 2.080 0.624 1.458
H 4.010 -0.868 1.502 0.490
H 4.007 0.440 2.647 0.406
H 5.795 1.394 1.367 0.397
H 5.441 0.831 -0.663 0.147
H 5.424 -0.840 -0.291 0.343
H 7.629 0.002 -1.472 0.365
H 8.037 -0.455 0.266 0.425
H 9.916 1.401 -0.889 0.278
H 9.689 1.010 0.795 0.333
H 9.520 2.707 0.390 0.239
C -3.598 2.062 7.775 -0.800
O -2.825 2.910 6.971 -0.334
C -3.337 3.151 5.722 -0.687
C -2.306 4.000 4.952 -0.445
N -1.083 3.274 4.627 -0.301
C -1.254 2.640 3.263 -1.690
C 0.044 1.966 2.792 0.166
O 0.090 0.600 3.228 -0.502
C 1.312 -0.055 2.800 -1.139
H -3.160 1.869 8.755 0.279
H -3.644 1.053 7.365 0.308
H -4.603 2.428 7.984 0.312
H -4.238 3.755 5.821 0.505
H -3.539 2.264 5.121 0.345
H -2.109 4.844 5.612 0.447
H -2.796 4.303 4.027 0.208
H -1.078 2.476 5.246 0.348
H -1.411 3.465 2.568 0.549
H -2.077 1.932 3.173 0.179
H 0.895 2.574 3.098 0.514
H 0.012 2.029 1.704 0.351
H 1.380 -0.209 1.723 -0.695
H 1.465 -1.022 3.278 0.656
H 2.140 0.569 3.136 1.439
C -3.360 -2.615 -2.607 -0.879
O -2.966 -1.687 -3.565 -0.551
C -1.712 -2.032 -4.311 -0.206
C -1.238 -0.843 -5.102 -1.034
N -0.876 0.319 -4.288 -0.631
C 0.508 0.213 -3.697 -0.520
C 1.005 1.520 -3.002 0.170
O 1.369 2.482 -3.954 -0.609
C 2.683 2.433 -4.480 -0.620
H -4.304 -2.273 -2.181 0.619
H -2.586 -2.585 -1.840 -0.227
H -3.406 -3.653 -2.937 0.351
H -1.989 -2.859 -4.965 0.632
H -1.025 -2.417 -3.558 -0.228
H -1.944 -0.533 -5.872 0.509
H -0.373 -1.052 -5.731 0.567
H -0.893 1.207 -4.768 0.370
H 1.235 -0.165 -4.416 0.895
H 0.390 -0.527 -2.905 -0.286
H 1.862 1.265 -2.378 0.137
H 0.288 1.934 -2.293 -0.057
H 2.742 1.578 -5.154 0.271
H 3.485 2.377 -3.745 0.185
H 2.873 3.346 -5.043 0.351
C -3.238 -3.597 0.958 -2.623
C -2.630 -3.654 -0.445 1.343
C -1.175 -4.011 -0.577 -0.343
O -3.306 -4.547 -1.280 -0.559
H -4.328 -3.611 0.940 0.501
H -2.796 -2.744 1.473 0.597
H -2.942 -4.488 1.512 0.454
H -2.758 -2.665 -0.886 -1.795
H -0.966 -4.219 -1.627 0.723
H -0.967 -4.919 -0.011 0.628
H -0.496 -3.240 -0.216 -1.736
H -3.035 -5.378 -0.883 0.525
C 1.414 -2.836 -1.843 -1.171
C 1.447 -3.056 -3.377 -0.057
C 2.447 -4.051 -3.858 -1.712
O 0.209 -3.453 -3.868 -0.742
H 1.209 -3.706 -1.219 1.496
H 0.563 -2.177 -1.675 0.366
H 2.322 -2.376 -1.452 1.084
H 1.661 -2.133 -3.917 -0.376
H 2.220 -5.052 -3.490 0.397
H 3.483 -3.856 -3.581 0.348
H 2.379 -4.142 -4.942 0.448
H 0.201 -3.292 -4.815 0.530
C 1.561 -3.028 0.843 -0.753
C 0.997 -2.440 2.147 0.597
C -0.418 -1.861 2.050 -1.208
O 1.158 -3.320 3.196 -0.647
H 2.435 -3.660 1.000 0.461
H 1.839 -2.218 0.168 -0.064
H 0.807 -3.658 0.370 -0.031
H 1.606 -1.555 2.329 -1.199
H -1.165 -2.641 1.904 1.060
H -0.521 -1.211 1.182 0.278
H -0.794 -1.285 2.896 0.704
H 1.976 -3.072 3.633 0.596
C 3.021 3.685 1.344 -1.837
C 1.606 3.659 0.713 -1.167
C 1.155 2.294 0.188 1.324
O 0.764 4.042 1.682 -0.494
H 3.073 2.908 2.107 0.338
H 3.383 4.657 1.680 0.533
H 3.707 3.339 0.571 0.304
H 1.521 4.421 -0.062 0.853
H 0.996 1.600 1.013 -0.708
H 1.906 1.813 -0.438 -0.264
H 0.339 2.353 -0.532 0.109
H 0.792 4.992 1.815 0.519
```

Computed properties:
Relative energy (zero: lowest compared OMol25 entry of this formula, charge and spin), eV: 25.9273
Total charge: +1
E_HOMO, eV: -10.68

Below is a structure of composition C37H57BN5O3SiW, with properties calculated with the ωB97M-V functional and the def2-TZVPD basis.

Structure (XYZ):
```
105
Properties=species:S:1:pos:R:3:mulliken_spin:R:1
W 0.086 -0.282 -0.512 0.798
C -1.142 1.050 6.534 -0.002
C -2.394 0.610 5.761 -0.013
C -3.158 -0.401 6.618 0.011
C -3.302 1.825 5.521 -0.003
C -1.970 0.031 4.411 0.031
C -1.254 0.815 3.540 0.095
C -0.851 0.294 2.296 -0.031
N -0.102 0.861 1.336 0.284
C 0.578 2.058 1.320 -0.092
C 0.898 2.887 2.387 0.086
C 1.568 4.083 2.153 -0.004
C 1.896 4.411 0.843 0.112
C 1.650 3.589 -0.270 -0.025
C 1.016 2.395 0.012 0.119
O 0.764 1.413 -0.911 0.058
C 2.109 4.077 -1.647 -0.004
C 3.627 4.311 -1.609 -0.003
C 1.812 3.112 -2.799 -0.003
C 1.389 5.401 -1.950 -0.003
C 1.919 4.974 3.343 -0.014
C 2.849 4.202 4.290 -0.005
C 2.626 6.260 2.915 0.005
C 0.631 5.355 4.088 -0.002
C -1.283 -1.021 1.921 0.152
O -0.915 -1.396 0.681 0.150
C -1.993 -1.845 2.791 0.011
C -2.298 -1.289 4.028 0.147
C -2.407 -3.260 2.389 -0.020
C -1.154 -4.092 2.069 -0.004
C -3.336 -3.203 1.165 -0.005
C -3.161 -3.960 3.520 0.005
H -1.429 1.455 7.506 0.000
H -0.589 1.827 6.001 0.001
H -0.469 0.207 6.700 0.001
H -3.428 0.066 7.565 0.000
H -2.553 -1.281 6.847 -0.002
H -4.083 -0.726 6.138 -0.002
H -3.614 2.249 6.477 0.000
H -4.198 1.540 4.967 0.001
H -2.792 2.611 4.961 0.001
H -1.033 1.840 3.790 0.006
H 0.671 2.588 3.398 0.033
H 2.399 5.348 0.658 0.015
H 4.158 3.383 -1.389 0.000
H 3.912 5.052 -0.862 0.000
H 3.965 4.674 -2.581 0.000
H 2.326 2.159 -2.675 0.000
H 2.167 3.564 -3.726 0.000
H 0.745 2.922 -2.908 0.000
H 1.612 6.169 -1.208 0.000
H 0.307 5.258 -1.977 0.000
H 1.707 5.776 -2.924 0.000
H 3.769 3.912 3.779 0.001
H 2.377 3.297 4.678 0.002
H 3.115 4.828 5.143 0.000
H 3.570 6.053 2.406 -0.001
H 2.854 6.858 3.798 0.000
H 2.000 6.868 2.259 -0.001
H 0.110 4.476 4.474 0.001
H -0.054 5.896 3.433 0.000
H 0.867 5.996 4.939 0.000
H -2.845 -1.896 4.731 0.016
H -0.588 -3.674 1.237 -0.002
H -1.449 -5.107 1.800 0.000
H -0.499 -4.152 2.941 0.001
H -2.845 -2.770 0.296 0.002
H -4.228 -2.613 1.387 0.000
H -3.657 -4.212 0.902 0.000
H -2.550 -4.057 4.420 -0.001
H -3.433 -4.965 3.198 0.000
H -4.085 -3.437 3.778 -0.002
B -2.188 -0.903 -3.361 0.029
N -0.735 -1.510 -3.250 -0.044
C -0.271 -2.322 -4.186 -0.004
C 1.058 -2.651 -3.915 -0.002
C 1.347 -1.983 -2.753 -0.021
N 0.255 -1.280 -2.349 0.052
N -2.593 0.037 -2.179 -0.054
C -3.783 0.633 -2.164 -0.002
C -3.843 1.512 -1.091 -0.002
C -2.612 1.390 -0.481 -0.008
N -1.856 0.493 -1.144 0.057
H -2.950 -1.832 -3.383 0.000
H -2.211 -0.251 -4.370 0.000
H -0.909 -2.623 -5.001 0.000
H 1.701 -3.292 -4.492 0.000
H 2.239 -1.952 -2.152 0.009
H -4.508 0.404 -2.928 0.000
H -4.664 2.145 -0.806 0.000
H -2.226 1.890 0.392 0.005
C 2.216 -1.214 2.974 0.000
Si 2.924 -1.212 1.242 0.010
C 3.749 -2.839 0.857 0.000
C 4.024 0.275 0.975 0.001
O 1.686 -1.059 0.113 0.062
H 3.021 -1.406 3.689 0.001
H 1.464 -1.995 3.110 0.001
H 1.771 -0.254 3.239 0.006
H 4.559 -3.051 1.558 0.000
H 4.175 -2.840 -0.149 0.001
H 3.033 -3.661 0.922 0.000
H 4.915 0.232 1.605 0.001
H 3.493 1.202 1.214 0.002
H 4.354 0.334 -0.065 0.000
```

Computed properties:
Relative energy (zero: lowest compared OMol25 entry of this formula, charge and spin), eV: 0.2266
Total charge: +1
Spin multiplicity: 3
E_HOMO (spin up / spin down), eV: -10.32 / -11.21
<S²>: 2.044

no.,M (g/mol),DFT total energy (eV)
1,507.606,-46003.1753
2,119.189,-18663.3798
3,846.118,-75001.6244
4,842.633,-63268.0520